one) DFT (wB97M-V/def2-TZVPD) results for a 2-piece molecular cluster, C4H11N2S overall.

Results
E_HOMO: -11.54 eV
LUMO: -4.85 eV
Gap between HOMO and LUMO: 6.7 eV
Total charge: +1

Cartesian coordinates (Å):
C 0.568 -0.689 3.391
C 1.402 0.766 -2.915
C -1.098 0.906 2.470
C -0.483 -0.866 -2.767
N -0.171 -0.250 2.448
N 0.526 0.034 -2.275
S -0.124 -0.862 0.873
H 0.288 -0.213 4.304
H 1.094 -1.598 3.537
H 1.347 0.788 -4.031
H 2.026 1.452 -2.462
H -2.066 0.665 2.238
H -1.143 1.544 3.369
H -0.615 1.563 1.631
H -1.531 -0.614 -2.429
H -0.346 -0.989 -3.876
H -0.226 -1.855 -2.209
H 0.552 0.218 -1.295

two) DFT (wB97M-V/def2-TZVPD) results for a 2-piece molecular cluster, C4H11N2S overall.

Results
E_HOMO (alpha / beta): -11.85 / -12.16 eV
LUMO (alpha / beta): -4.64 / -4.74 eV
Gap between HOMO and LUMO (alpha / beta): 7.2 / 7.4 eV
Total charge: +1

Cartesian coordinates (Å):
C 0.348 -2.617 -0.064
C -0.244 -0.186 -0.302
C -0.080 0.337 1.118
C 1.230 2.152 0.436
N -1.584 -0.157 -0.715
N 0.070 1.745 0.969
S 0.924 0.510 -1.446
H 1.081 -2.734 0.694
H 0.599 -2.690 -1.065
H -1.014 0.002 1.602
H 0.702 -0.144 1.608
H 1.369 3.092 -0.149
H 2.094 1.442 0.416
H -0.669 -2.935 -0.001
H -2.263 -0.876 -0.377
H -0.712 2.353 1.076
H -1.631 -0.386 -1.689
H -0.219 1.091 -2.111

three) DFT (wB97M-V/def2-TZVPD) results for an isolated ion of composition C4H11N2S and charge +1.

Results
E_HOMO: -12.84 eV
LUMO: -3.40 eV
Gap between HOMO and LUMO: 9.4 eV
Total charge: +1
SMILES string: N[C@H]1CCS[C@@H]1[NH3+]

Cartesian coordinates (Å):
C -1.370 0.070 0.915
C -1.770 1.233 0.036
C -0.256 -0.597 0.069
C 0.818 0.595 -0.110
N 1.883 -0.010 -1.040
N 0.579 -1.684 0.448
S -0.147 1.971 -0.671
H -0.966 0.357 1.960
H -2.209 -0.484 1.000
H -2.383 1.128 -0.887
H -2.095 2.179 0.499
H -0.669 -0.989 -0.880
H 1.174 0.820 0.929
H 2.475 -0.639 -0.542
H 1.261 -0.563 -1.565
H 2.353 0.900 -1.502
H 0.427 -2.557 -0.061
H 0.894 -1.731 1.403

Last place for stability: two)

one) DFT (wB97M-V/def2-TZVPD) results for C4H6S2 in the gas phase.

Results
E_HOMO: -8.44 eV
LUMO: -0.06 eV
Gap between HOMO and LUMO: 8.4 eV
Total charge: 0
SMILES string: S=C1CCCS1

Cartesian coordinates (Å):
C -1.554 -0.297 -0.003
C -0.562 0.904 0.107
C 0.882 0.449 -0.298
C 1.050 -0.922 0.251
H -0.781 1.804 -0.613
H -0.468 1.238 1.123
H 1.679 1.103 0.000
H 0.860 0.398 -1.411
H 1.605 -1.604 -0.314
H 1.155 -0.992 1.307
S -3.227 -0.361 -0.022
S -0.640 -1.719 -0.128

two) DFT (wB97M-V/def2-TZVPD) results for C4H6S2 in the gas phase.

Results
E_HOMO: -9.24 eV
LUMO: 0.73 eV
Gap between HOMO and LUMO: 10.0 eV
Total charge: 0
SMILES string: SCC#CCS

Cartesian coordinates (Å):
C -1.932 0.894 0.175
C -0.575 0.385 0.069
C 0.547 -0.099 0.118
C 1.782 -0.810 0.115
H -2.795 -1.233 0.742
H -2.133 1.366 1.140
H -2.115 1.684 -0.570
H 1.730 -1.583 -0.635
H 1.888 -1.402 1.026
H 2.581 1.334 -0.256
S -3.214 -0.321 -0.173
S 3.334 0.172 -0.096

Last place for stability: two)

one) DFT (wB97M-V/def2-TZVPD) results for C5H7F3O2S in the gas phase.

Results
E_HOMO: -8.22 eV
LUMO: 0.67 eV
Gap between HOMO and LUMO: 8.9 eV
Total charge: 0

Cartesian coordinates (Å):
C -1.149 1.355 0.683
C -3.257 -0.320 -0.012
C 0.739 -0.046 0.005
C 3.118 -0.006 -0.384
C -0.298 -0.993 -0.146
O 0.330 0.853 0.933
O 1.953 -0.622 -0.060
F -0.610 -1.554 1.065
F -0.129 -2.081 -0.868
F 0.619 0.614 -1.279
S -1.927 0.142 -0.700
H -0.762 2.142 0.121
H -1.502 1.691 1.709
H -3.304 -0.788 0.909
H -4.081 -0.666 -0.632
H 3.012 1.098 -0.583
H 3.447 -0.481 -1.241
H 3.802 -0.340 0.479

two) DFT (wB97M-V/def2-TZVPD) results for C5H7F3O2S in the gas phase.

Results
E_HOMO (alpha / beta): -9.17 / -8.24 eV
LUMO (alpha / beta): 0.04 / -0.90 eV
Gap between HOMO and LUMO (alpha / beta): 9.2 / 7.3 eV
Total charge: 0

Cartesian coordinates (Å):
C 0.085 -0.698 0.483
C 1.444 -1.006 1.139
C -0.205 0.723 0.345
C 2.494 1.156 -0.127
C -0.949 1.392 -0.795
O 2.234 -1.238 -1.463
O 3.958 -1.272 0.291
F -0.352 1.439 1.462
F 2.964 1.605 1.043
F 2.970 1.790 -1.133
S 2.701 -0.753 -0.155
H 0.060 -1.092 -0.616
H -0.736 -1.282 0.954
H 1.812 -0.327 1.924
H 1.379 -2.110 1.461
H -2.000 1.203 -0.648
H -0.933 0.926 -1.819
H -0.511 2.399 -0.991

Last place for stability: one)

one) DFT (wB97M-V/def2-TZVPD) results for an isolated ion of composition C2H6NO and charge -1.

Results
E_HOMO: -2.30 eV
LUMO: 4.69 eV
Gap between HOMO and LUMO: 7.0 eV
Total charge: -1
SMILES string: CNC[O-]

Cartesian coordinates (Å):
C -0.682 0.943 1.067
N -0.423 0.766 -0.363
C 0.158 -0.601 -0.762
O 1.040 -1.166 0.023
H -1.602 0.347 1.252
H -1.076 1.933 1.298
H 0.033 0.520 1.780
H 0.377 1.388 -0.498
H 0.513 -0.357 -1.801
H -0.801 -1.152 -0.970

two) DFT (wB97M-V/def2-TZVPD) results for a 2-piece molecular cluster, C2H6NO overall.

Results
E_HOMO: -1.08 eV
LUMO: 4.86 eV
Gap between HOMO and LUMO: 5.9 eV
Total charge: -1

Cartesian coordinates (Å):
O 1.108 -1.863 0.693
H 0.801 -1.133 0.115
C -1.475 0.237 -0.511
C 0.404 1.497 0.060
N -0.185 0.505 -0.586
H -1.914 -0.528 -1.145
H -2.118 0.872 0.114
H 0.618 -1.692 1.506
H 1.449 1.698 -0.143
H -0.205 2.165 0.681

Last place for stability: two)

one) DFT (wB97M-V/def2-TZVPD) results for a 2-piece molecular cluster, C3H8N2O2S overall.

Results
E_HOMO (alpha / beta): -8.56 / -8.56 eV
LUMO (alpha / beta): 0.54 / 0.54 eV
Gap between HOMO and LUMO (alpha / beta): 9.1 / 9.1 eV
Total charge: 0

Cartesian coordinates (Å):
C -2.770 -0.695 -0.254
C -1.810 -0.592 0.626
C 2.438 0.104 -0.700
N -0.137 1.678 0.358
N -0.250 0.449 -0.327
O 0.585 -1.950 -0.444
O 1.206 -0.527 1.499
S 0.972 -0.634 0.109
H -3.529 -1.358 -0.016
H -2.786 -0.371 -1.299
H -1.332 -0.804 1.528
H 2.536 -0.180 -1.711
H 2.243 1.196 -0.889
H 3.277 -0.148 -0.116
H 0.126 1.384 1.328
H -0.767 2.450 0.308

two) DFT (wB97M-V/def2-TZVPD) results for a 2-piece molecular cluster, C3H8N2O2S overall.

Results
E_HOMO (alpha / beta): -7.69 / -7.68 eV
LUMO (alpha / beta): -0.20 / -0.20 eV
Gap between HOMO and LUMO (alpha / beta): 7.5 / 7.5 eV
Total charge: 0

Cartesian coordinates (Å):
C -0.193 0.910 -0.848
C -1.302 -0.747 0.761
C 0.888 0.414 -0.096
N -1.474 -1.570 -0.307
N 1.481 1.165 0.907
O -0.626 2.155 -0.512
O -0.679 0.245 -1.786
S 1.614 -1.222 -0.483
H -0.474 -0.873 1.552
H -2.003 0.017 0.962
H -1.371 -0.916 -1.238
H -0.740 -2.288 -0.340
H 0.147 2.509 0.104
H 1.368 0.713 1.853
H 2.568 1.153 0.877
H 0.796 -1.666 -1.407

Last place for stability: one)

one) DFT (wB97M-V/def2-TZVPD) results for a 2-piece molecular cluster, C6H9N2S overall.

Results
E_HOMO: -12.83 eV
LUMO: -6.14 eV
Gap between HOMO and LUMO: 6.7 eV
Total charge: +1

Cartesian coordinates (Å):
C -0.435 0.070 -1.745
C -1.608 -0.559 -1.326
C -0.063 -0.673 0.288
C 3.057 1.688 2.940
C 2.521 1.058 1.901
C -2.909 -1.045 -2.019
N -1.287 -1.042 -0.053
N 0.485 -0.078 -0.742
S 1.397 -0.280 2.306
H -0.047 0.449 -2.663
H 3.676 2.516 2.753
H 2.847 1.293 3.906
H 2.665 1.346 0.914
H -3.362 -1.972 -1.581
H -3.703 -0.277 -1.807
H -2.716 -1.083 -3.113
H -1.908 -1.705 0.602
H 1.388 0.295 -0.560

two) DFT (wB97M-V/def2-TZVPD) results for an isolated ion of composition C6H9N2S and charge +1.

Results
E_HOMO (alpha / beta): -12.56 / -12.56 eV
LUMO (alpha / beta): -5.36 / -5.36 eV
Gap between HOMO and LUMO (alpha / beta): 7.2 / 7.2 eV
Total charge: +1
SMILES string: C/C=[N+]1\C=C(C)NC1=S

Cartesian coordinates (Å):
C -0.585 -0.292 0.160
C -0.091 -1.523 0.053
C 1.706 -0.127 0.108
C 0.250 1.964 -0.098
C -0.733 -2.829 0.018
C -0.901 2.786 -0.116
N 0.410 0.685 0.016
N 1.270 -1.381 0.063
S 3.311 0.233 0.176
H -1.609 0.007 0.189
H 1.252 2.554 -0.220
H 0.086 -3.556 0.134
H -1.505 -2.821 0.809
H -1.213 -2.882 -1.001
H -1.023 3.524 -0.920
H -0.664 3.517 0.763
H -1.907 2.364 0.000
H 1.946 -2.224 -0.134

Last place for stability: one)

one) DFT (wB97M-V/def2-TZVPD) results for C3H9N3O2 in the gas phase.

Results
E_HOMO: -9.24 eV
LUMO: 0.86 eV
Gap between HOMO and LUMO: 10.1 eV
Total charge: 0
SMILES string: [H]/N=C(/N)NOCOC

Cartesian coordinates (Å):
C 2.468 0.804 0.318
C 0.937 -0.990 0.127
C -1.807 -0.175 -0.079
H 3.067 0.305 1.271
H 1.553 1.585 0.702
H 3.000 1.411 -0.465
H 1.330 -2.039 0.407
H 0.465 -0.405 0.971
H -0.365 0.412 -1.271
H -2.800 1.184 -1.167
H -3.147 1.313 0.276
H -1.435 -1.722 0.564
N -0.873 -0.357 -0.951
N -2.380 1.104 -0.246
N -1.991 -0.957 0.921
O 1.874 -0.124 -0.526
O 0.102 -1.349 -0.850

two) DFT (wB97M-V/def2-TZVPD) results for a 2-piece molecular cluster, C3H9N3O2 overall.

Results
E_HOMO: -8.94 eV
LUMO: 0.73 eV
Gap between HOMO and LUMO: 9.7 eV
Total charge: 0
SMILES string: NN(N)C(=O)O.C=C

Cartesian coordinates (Å):
N -0.517 -0.659 0.555
N -1.231 -0.636 1.772
N 0.336 -1.759 0.322
H -0.025 0.993 0.489
H -1.051 0.258 2.223
H -2.232 -0.633 1.573
H -0.038 -2.583 0.787
H 1.257 -1.544 0.700
C -1.123 0.025 -0.698
C 0.737 1.578 -0.265
C 1.784 1.302 -1.029
O -0.730 -0.627 -1.804
O -2.184 0.578 -0.537
H -0.112 -1.335 -1.533
H 0.688 2.515 0.281
H 1.751 0.637 -1.881
H 2.693 1.889 -0.954

Last place for stability: two)

one) DFT (wB97M-V/def2-TZVPD) results for C3H9N3O2 as an isolated structure.

Results
E_HOMO: -8.70 eV
LUMO: 0.89 eV
Gap between HOMO and LUMO: 9.6 eV
Total charge: 0

Cartesian coordinates (Å):
C -2.453 -0.281 -0.423
C 0.557 -0.018 -0.174
C 1.514 1.772 0.109
H -3.138 0.723 -0.521
H -2.974 -1.582 -0.339
H -1.694 -0.489 -1.239
H -1.709 0.097 1.396
H 0.142 -1.904 0.325
H 2.407 -2.250 -0.458
H 0.821 2.612 -0.276
H 1.459 1.583 1.152
H 2.518 2.240 0.192
N -1.416 -0.282 0.574
N -0.427 0.623 0.237
N 0.800 -1.529 -0.305
O 1.987 -1.813 0.365
O 1.605 0.498 -0.613

two) DFT (wB97M-V/def2-TZVPD) results for a 2-piece molecular cluster, C3H9N3O2 overall.

Results
E_HOMO: -8.16 eV
LUMO: 0.76 eV
Gap between HOMO and LUMO: 8.9 eV
Total charge: 0
SMILES string: N/C=C/N.NC(=O)O

Cartesian coordinates (Å):
N 1.434 -2.622 -0.126
C 0.167 -1.991 0.107
O 0.279 -1.186 1.191
O -0.849 -2.121 -0.557
H 2.172 -1.938 -0.392
H 1.729 -2.896 0.808
C -0.778 1.454 -0.262
C 0.201 2.408 -0.125
N 0.810 3.035 -1.256
N -1.451 0.854 0.865
H -1.084 1.096 -1.281
H 0.526 2.697 0.900
H 1.785 3.164 -1.150
H 0.645 2.441 -2.092
H -0.407 -0.458 1.161
H -2.470 0.715 0.676
H -1.418 1.543 1.599

three) DFT (wB97M-V/def2-TZVPD) results for C3H9N3O2 as an isolated structure.

Results
E_HOMO: -8.85 eV
LUMO: 0.59 eV
Gap between HOMO and LUMO: 9.4 eV
Total charge: 0

Cartesian coordinates (Å):
C 1.907 1.226 1.254
C 1.382 -0.263 1.236
C -0.433 -0.169 -0.099
H 1.517 1.922 2.086
H 1.450 1.379 0.063
H 2.962 1.259 1.080
H 1.903 -0.775 2.220
H 1.840 -0.599 0.236
H -0.749 1.918 0.191
H -1.255 0.262 -2.152
H -2.871 1.425 -1.511
H 0.540 -1.768 0.394
N -1.232 1.124 -0.108
N -1.617 1.392 -1.600
N -0.512 -0.925 -1.141
O 0.014 -0.475 1.151
O 0.118 -2.141 -0.777

Last place for stability: three)

one) DFT (wB97M-V/def2-TZVPD) results for a 2-piece molecular cluster, C3H9N3O2 overall.

Results
E_HOMO: -9.35 eV
LUMO: 0.50 eV
Gap between HOMO and LUMO: 9.8 eV
Total charge: 0
SMILES string: CC(C)=N[N+](=O)[O-].N

Cartesian coordinates (Å):
C -0.341 -1.594 0.678
C 0.701 -1.347 -1.636
C 0.798 -1.134 -0.153
N 1.738 -0.561 0.481
N 3.085 0.190 -0.285
N -0.459 2.324 1.404
O 3.500 -0.344 -1.242
O 3.399 1.084 0.417
H 0.008 -1.504 1.703
H -1.348 -1.187 0.678
H -0.530 -2.710 0.298
H 1.484 -1.948 -1.824
H 0.935 -0.331 -2.174
H -0.147 -1.792 -2.199
H -1.483 2.499 1.663
H -0.221 1.358 1.262
H 0.175 2.992 1.774

two) DFT (wB97M-V/def2-TZVPD) results for C3H9N3O2 as an isolated structure.

Results
E_HOMO: -8.43 eV
LUMO: 0.72 eV
Gap between HOMO and LUMO: 9.1 eV
Total charge: 0

Cartesian coordinates (Å):
C 0.558 -1.985 -0.227
C -0.687 0.784 -0.523
C 0.827 -0.538 -0.527
N -0.241 1.821 -1.255
N 1.796 -0.091 -1.213
O -1.767 0.289 -0.393
H -0.809 2.046 -2.061
H 0.757 1.811 -1.445
H 2.440 -0.810 -1.560
H -0.450 -2.245 -0.556
H 0.563 -2.116 0.859
H 1.328 -2.644 -0.640
N -1.098 0.893 2.439
O -0.118 0.999 1.423
H 0.269 0.115 0.890
H -1.603 0.015 2.282
H -1.766 1.656 2.505

three) DFT (wB97M-V/def2-TZVPD) results for C3H9N3O2 as an isolated structure.

Results
E_HOMO: -9.00 eV
LUMO: 0.72 eV
Gap between HOMO and LUMO: 9.7 eV
Total charge: 0

Cartesian coordinates (Å):
C 0.229 1.414 -0.788
C -0.857 -0.159 0.959
C -0.842 -1.511 -0.030
H 3.096 0.657 0.701
H 1.652 1.304 1.575
H -0.129 2.015 -1.718
H -0.970 -0.252 -1.612
H 0.092 -0.401 1.821
H -1.869 -0.312 1.430
H -1.017 -2.704 0.624
H -1.918 -1.255 -0.620
H 1.136 -0.852 -0.414
N 1.975 0.779 0.708
N 1.478 1.410 -0.573
N -1.009 0.956 -0.066
O -1.579 0.524 -1.120
O 0.531 -1.615 -0.879

Last place for stability: three)

one) DFT (wB97M-V/def2-TZVPD) results for C2H5N3O2S in the gas phase.

Results
E_HOMO: -9.42 eV
LUMO: 0.37 eV
Gap between HOMO and LUMO: 9.8 eV
Total charge: 0
SMILES string: [H]/N=C(\N)SC(=O)NO

Cartesian coordinates (Å):
C 1.365 -0.018 -0.126
C -1.415 -0.834 -0.047
H 2.844 -1.320 0.132
H 3.334 0.257 0.604
H 1.558 1.995 0.030
H -1.053 1.255 -0.237
H -3.406 -0.162 0.190
N 2.709 -0.362 -0.057
N 0.926 1.169 -0.002
N -1.727 0.439 -0.362
O -2.253 -1.671 0.164
O -3.101 0.737 -0.047
S 0.220 -1.484 -0.242

two) DFT (wB97M-V/def2-TZVPD) results for C2H5N3O2S as an isolated structure.

Results
E_HOMO: -9.26 eV
LUMO: -0.55 eV
Gap between HOMO and LUMO: 8.7 eV
Total charge: 0

Cartesian coordinates (Å):
C 0.845 -0.727 0.083
C 0.875 1.407 1.276
H -1.176 0.005 -1.561
H -2.123 -1.713 -0.996
H 0.653 -2.327 -1.238
H -1.211 1.808 0.419
H 1.907 1.301 1.452
N -1.046 -1.210 -1.508
N 0.054 -1.561 -0.739
N 0.211 0.418 0.609
O 1.985 -1.103 0.331
O -1.125 0.857 0.115
S 0.153 2.846 1.758

three) DFT (wB97M-V/def2-TZVPD) results for C2H5N3O2S in the gas phase.

Results
E_HOMO: -9.72 eV
LUMO: 0.07 eV
Gap between HOMO and LUMO: 9.8 eV
Total charge: 0
SMILES string: NNC(=O)NOC=S

Cartesian coordinates (Å):
C -0.216 0.173 0.927
C 1.545 -1.463 -1.300
H -2.769 1.037 0.684
H -1.762 2.456 0.750
H -0.749 0.619 -1.028
H 1.604 -0.928 1.032
H 1.591 -1.175 -2.368
N -2.073 1.640 0.148
N -0.996 0.806 -0.038
N 1.095 -0.085 0.518
O -0.534 0.018 2.070
O 1.130 -0.334 -0.831
S 2.134 -2.763 -0.562

Last place for stability: two)

one) DFT (wB97M-V/def2-TZVPD) results for CH3BrCl2OSi in the gas phase.

Results
E_HOMO: -10.85 eV
LUMO: 0.34 eV
Gap between HOMO and LUMO: 11.2 eV
Total charge: 0
SMILES string: CO[Si](Cl)(Cl)Br

Cartesian coordinates (Å):
C 0.701 1.110 0.536
O 0.788 0.030 -0.323
Si -0.663 -0.994 -0.503
Cl -1.147 -2.185 1.078
Cl -2.259 0.163 -0.931
Br 0.142 -2.268 -2.107
H 0.123 2.059 0.174
H 1.812 1.414 0.472
H 0.502 0.672 1.604

two) DFT (wB97M-V/def2-TZVPD) results for a 2-piece molecular cluster, CH3BrCl2OSi overall.

Results
E_HOMO: -8.18 eV
LUMO: -2.11 eV
Gap between HOMO and LUMO: 6.1 eV
Total charge: 0

Cartesian coordinates (Å):
C 1.241 0.545 -0.023
O -0.232 0.821 0.018
Si -1.496 -0.050 0.136
Cl 1.023 -2.479 -1.123
Cl -1.712 -1.596 1.267
Br -3.039 1.274 -0.376
H 1.333 -0.178 -0.845
H 1.352 0.047 0.966
H 1.529 1.616 -0.020

Last place for stability: two)